Record 1
# C4H9NO2

A gas-phase ion, C4H9NO2 (charge -1) in a non-equilibrium geometry (ωB97M-V/def2-TZVPD, the Open Molecules 2025 dataset).

Structure (XYZ):
```
16
C4H9NO2 (ωB97M-V/def2-TZVPD)
C 0.330 0.631 -2.746
N 0.175 -0.189 -1.523
C -0.276 -0.292 -0.043
C -0.264 1.124 0.642
O -1.317 0.929 1.603
C 0.486 -1.325 0.733
O 0.922 -1.211 1.820
H 1.376 0.724 -3.056
H -0.073 0.197 -3.668
H 0.117 1.780 -2.505
H 0.236 -1.200 -1.836
H -1.384 -0.680 0.046
H -0.815 1.849 -0.183
H 0.782 1.500 0.674
H -0.754 0.628 2.377
H 0.796 -2.052 -0.091
```

The charge is -1. The value obtained for the energy above the lowest of the compared OMol25 structures with the same formula, charge and spin is 103.38 kcal per mole. The calculation puts the orbital gap (spin up / spin down) at 3.11 / 6.95 eV. Its multiplicity is 2. The HOMO energy (spin up / spin down) comes out at 0.031 / -0.113 Eh. The calculation puts the LUMO energy (spin up / spin down) at 3.94 / 3.89 eV.


Record 2
# C4H3N3O

A molecular structure, C4H3N3O in a non-equilibrium geometry (ωB97M-V/def2-TZVPD, the Open Molecules 2025 dataset).

Structure (XYZ):
```
11
C4H3N3O (ωB97M-V/def2-TZVPD)
C 1.270 -0.831 -0.790
C -0.323 -0.537 0.375
C -1.185 0.043 1.189
C 0.277 0.272 -0.580
H 1.477 -1.048 -1.858
H 2.244 -0.543 -0.015
H -1.627 -0.266 2.092
N -1.488 1.229 0.777
N -1.031 1.929 -0.177
N -0.085 1.419 -1.040
O 0.470 -1.667 0.027
```

The charge is 0. The value obtained for the energy above the lowest of the compared OMol25 structures with the same formula, charge and spin is 104.78 kcal per mole. The calculation puts the orbital gap at 9.77 eV. Its multiplicity is 1. The HOMO energy comes out at -0.350 Eh. The calculation puts the LUMO energy at 0.26 eV.


Record 3
# C39H56B3IN8O3

A molecular structure, C39H56B3IN8O3 in a non-equilibrium geometry (ωB97M-V/def2-TZVPD, the Open Molecules 2025 dataset).

Structure (XYZ):
```
110
C39H56B3IN8O3 (ωB97M-V/def2-TZVPD)
C 1.129 -1.619 -0.204
C 2.355 -0.725 -0.029
C 2.491 0.376 -1.101
C 2.487 1.807 -0.563
B 1.182 2.250 0.169
O 0.980 3.564 0.587
B -0.285 4.042 0.370
O -1.353 3.217 0.053
B -0.968 1.944 -0.317
C -1.596 1.129 -1.508
C -3.039 0.694 -1.265
C -3.262 0.061 0.095
I -3.502 -0.808 -2.796
O 0.106 1.400 0.384
H 0.243 -1.182 0.239
H 0.930 -1.832 -1.252
H 1.279 -2.585 0.271
H 3.225 -1.370 -0.087
H 2.282 -0.281 0.959
H 3.450 0.219 -1.594
H 1.732 0.229 -1.865
H 3.349 1.977 0.081
H 2.612 2.478 -1.416
H -0.491 5.209 0.441
H -1.584 1.758 -2.398
H -0.979 0.257 -1.693
H -3.715 1.512 -1.471
H -4.078 -0.651 0.041
H -3.582 0.809 0.815
H -2.394 -0.488 0.443
N -7.126 -2.310 0.287
C -7.548 -3.116 1.308
C -6.709 -4.197 1.359
C -5.742 -4.034 0.331
C -6.026 -2.859 -0.312
H -7.560 -1.446 0.016
H -8.405 -2.854 1.905
H -6.781 -5.018 2.055
H -4.932 -4.703 0.091
H -5.541 -2.369 -1.140
N 6.809 0.536 -0.016
C 6.802 -0.820 0.164
C 6.354 -1.075 1.433
C 6.072 0.178 2.041
C 6.361 1.151 1.121
H 7.100 1.009 -0.853
H 7.116 -1.485 -0.622
H 6.236 -2.050 1.874
H 5.697 0.345 3.038
H 6.286 2.225 1.172
N -5.965 -5.711 4.883
C -6.386 -6.521 5.907
C -5.546 -7.601 5.958
C -4.579 -7.435 4.928
C -4.864 -6.261 4.285
H -6.400 -4.848 4.608
H -7.243 -6.258 6.504
H -5.617 -8.419 6.655
H -3.769 -8.103 4.688
H -4.381 -5.771 3.457
N -6.025 -3.368 7.565
C -5.925 -3.643 8.900
C -6.444 -2.579 9.588
C -6.877 -1.625 8.628
C -6.605 -2.142 7.389
H -5.717 -3.977 6.826
H -5.495 -4.569 9.244
H -6.508 -2.493 10.659
H -7.335 -0.670 8.824
H -6.774 -1.744 6.403
N -3.270 -4.471 -6.126
C -3.466 -5.812 -5.937
C -3.689 -6.018 -4.602
C -3.627 -4.751 -3.961
C -3.368 -3.818 -4.929
H -3.082 -4.033 -7.009
H -3.430 -6.500 -6.764
H -3.877 -6.970 -4.136
H -3.759 -4.548 -2.911
H -3.247 -2.750 -4.864
N 4.265 1.927 -4.595
C 4.133 2.969 -5.469
C 4.932 3.991 -5.027
C 5.573 3.545 -3.840
C 5.142 2.267 -3.602
H 3.790 1.046 -4.668
H 3.485 2.896 -6.325
H 5.041 4.951 -5.499
H 6.268 4.099 -3.232
H 5.379 1.574 -2.813
N 4.951 6.879 -7.450
C 4.977 8.246 -7.411
C 3.747 8.701 -7.803
C 2.946 7.563 -8.088
C 3.715 6.454 -7.859
H 5.721 6.279 -7.217
H 5.865 8.775 -7.108
H 3.454 9.734 -7.877
H 1.923 7.559 -8.423
H 3.493 5.405 -7.951
N 6.964 3.755 3.344
C 5.807 4.421 3.041
C 5.860 5.649 3.645
C 7.097 5.726 4.338
C 7.756 4.543 4.132
H 7.196 2.826 3.038
H 5.048 3.967 2.426
H 5.096 6.406 3.596
H 7.462 6.556 4.920
H 8.715 4.197 4.477
```

The charge is 0. The calculation puts the orbital gap at 8.41 eV. Its multiplicity is 1. The HOMO energy comes out at -0.303 Eh. The calculation puts the LUMO energy at 0.17 eV.


Record 4
# C5H14N3

2 unconnected molecules or ions with the total composition C5H14N3 in a non-equilibrium geometry (ωB97M-V/def2-TZVPD, the Open Molecules 2025 dataset).

Structure (XYZ):
```
22
C5H14N3 (ωB97M-V/def2-TZVPD)
C 2.227 -0.552 -0.440
C 2.763 -0.018 -1.487
C -1.660 0.069 -1.692
C -0.085 1.348 1.316
C -1.067 -0.848 1.396
N 1.801 -1.152 0.547
N -0.473 0.275 -0.794
N -0.992 0.435 0.567
H 2.905 1.102 -1.590
H 2.915 -0.764 -2.326
H 0.170 -0.477 -0.893
H -1.424 0.020 -2.676
H -2.270 -0.696 -1.325
H -2.405 0.959 -1.599
H 0.146 0.939 2.325
H 0.722 1.372 0.686
H -0.528 2.344 1.486
H -1.785 -1.577 1.007
H -0.139 -1.245 1.539
H -1.374 -0.525 2.343
H 2.516 -1.772 1.109
H -1.964 0.762 0.501
```

The charge is +1. The value obtained for the energy above the lowest of the compared OMol25 structures with the same formula, charge and spin is 118.95 kcal per mole. The calculation puts the orbital gap at 10.14 eV. Its multiplicity is 1. The HOMO energy comes out at -0.474 Eh. The calculation puts the LUMO energy at -2.75 eV.